1.
112
Properties=species:S:1:pos:R:3:lowdin_charge:R:1 method="wB97M-V/def2-TZVPD" spin_multiplicity=1 homo_lumo_gap_ev=7.4 total_energy_ev=-106947.0106 e_above_lowest_kcal_mol=0.0 total_charge=+1
Sr 0.359 0.138 -0.718 1.255
O 0.754 0.409 1.738 -0.486
P 0.007 -0.114 2.935 0.730
C -1.436 -1.118 2.497 -0.293
P -1.291 -2.393 1.203 0.748
O -1.147 -1.753 -0.149 -0.482
C -2.793 -3.353 1.361 -0.287
C -3.509 -3.602 0.193 -0.051
C -4.684 -4.338 0.247 -0.056
C -5.145 -4.819 1.463 -0.060
C -4.436 -4.567 2.632 -0.065
C -3.264 -3.833 2.583 -0.094
C 0.112 -3.453 1.582 -0.265
C -0.033 -4.757 2.046 -0.062
C 1.084 -5.528 2.339 -0.058
C 2.355 -5.000 2.172 -0.055
C 2.511 -3.702 1.703 -0.051
C 1.398 -2.937 1.408 -0.090
C 1.071 -1.112 3.984 -0.284
C 0.676 -2.293 4.606 -0.084
C 1.580 -3.011 5.374 -0.061
C 2.880 -2.551 5.526 -0.060
C 3.278 -1.368 4.916 -0.059
C 2.378 -0.651 4.146 -0.072
C -0.630 1.229 3.939 -0.276
C -1.219 0.991 5.178 -0.066
C -1.716 2.049 5.922 -0.065
C -1.612 3.346 5.434 -0.065
C -1.012 3.586 4.205 -0.076
C -0.524 2.528 3.451 -0.086
H -2.187 -0.417 2.112 0.036
H -1.850 -1.562 3.406 0.064
H -3.142 -3.215 -0.749 0.109
H -5.241 -4.531 -0.660 0.113
H -6.063 -5.391 1.504 0.112
H -4.801 -4.941 3.579 0.111
H -2.718 -3.647 3.502 0.103
H -1.019 -5.187 2.163 0.102
H 0.956 -6.543 2.689 0.112
H 3.226 -5.600 2.400 0.113
H 3.500 -3.286 1.559 0.109
H 1.548 -1.921 1.062 0.065
H -0.330 -2.677 4.488 0.096
H 1.271 -3.933 5.848 0.113
H 3.585 -3.115 6.123 0.112
H 4.289 -1.005 5.042 0.112
H 2.686 0.270 3.666 0.112
H -1.280 -0.017 5.575 0.110
H -2.173 1.867 6.885 0.111
H -1.989 4.172 6.021 0.111
H -0.911 4.601 3.841 0.110
H -0.058 2.695 2.489 0.099
C 0.826 -0.834 -5.850 -0.165
Si 0.659 -0.715 -3.981 0.318
C -1.028 -1.494 -3.599 -0.178
C 1.880 -1.959 -3.220 -0.173
C 0.908 0.944 -3.229 -0.589
Si -0.174 2.289 -3.848 0.339
C -0.260 3.777 -2.676 -0.174
C -1.972 1.732 -4.066 -0.179
C 0.328 3.010 -5.517 -0.170
Si 2.662 1.436 -3.174 0.404
C 3.683 1.156 -4.732 -0.174
C 2.995 3.221 -2.662 -0.173
C 3.628 0.515 -1.783 -0.295
C 4.981 0.197 -1.907 -0.056
C 5.682 -0.337 -0.841 -0.048
C 5.018 -0.536 0.360 -0.057
C 3.678 -0.207 0.422 -0.159
N 2.991 0.291 -0.611 -0.042
H 0.706 -1.866 -6.188 0.035
H 1.792 -0.471 -6.205 0.021
H 0.051 -0.237 -6.338 0.026
H -0.977 -2.556 -3.856 0.040
H -1.824 -1.051 -4.197 0.019
H -1.342 -1.444 -2.552 -0.007
H 1.707 -2.947 -3.653 0.039
H 1.768 -2.080 -2.134 0.011
H 2.925 -1.697 -3.398 0.024
H -0.431 3.485 -1.635 0.012
H -1.075 4.440 -2.983 0.019
H 0.656 4.366 -2.708 0.011
H -2.353 1.191 -3.194 0.013
H -2.087 1.069 -4.926 0.031
H -2.609 2.603 -4.255 0.023
H 1.323 3.460 -5.479 0.022
H -0.370 3.787 -5.843 0.033
H 0.349 2.237 -6.288 0.025
H 3.178 1.620 -5.583 0.031
H 3.811 0.096 -4.967 0.029
H 4.675 1.607 -4.656 0.032
H 2.667 3.936 -3.419 0.026
H 4.071 3.356 -2.527 0.038
H 2.506 3.475 -1.719 0.032
H 5.480 0.373 -2.851 0.100
H 6.731 -0.588 -0.939 0.113
H 5.523 -0.935 1.230 0.105
H 3.116 -0.342 1.341 0.073
C -3.755 4.495 -2.042 -0.060
N -3.392 3.246 -1.383 -0.011
C -2.967 3.044 -0.138 -0.806
S -2.208 1.562 0.264 0.622
N -3.113 3.951 0.837 -0.026
C -4.039 5.075 0.922 -0.057
H -3.595 4.357 -3.108 0.080
H -3.115 5.310 -1.714 0.087
H -4.800 4.757 -1.886 0.085
H -3.220 2.458 -1.989 0.073
H -2.684 3.655 1.700 0.090
H -4.996 4.826 0.469 0.088
H -3.641 5.980 0.467 0.083
H -4.216 5.273 1.976 0.091

2.
108
Properties=species:S:1:pos:R:3:lowdin_charge:R:1 method="wB97M-V/def2-TZVPD" spin_multiplicity=6 homo_lumo_gap_ev="6.3 / 6.3" s2=9.0735 total_energy_ev=-149684.7829 e_above_lowest_kcal_mol=9.1 total_charge=+2
Mn -0.353 0.150 -0.120 0.731
C -1.087 0.292 4.794 -0.049
C -0.765 -0.097 3.332 -0.147
N 0.671 -0.191 3.130 -0.162
C 1.313 1.061 3.485 -0.136
C 1.099 1.370 4.985 -0.046
N 0.199 0.324 5.533 -0.088
C 0.869 -0.999 5.441 -0.051
C 1.218 -1.255 3.952 -0.134
H -1.752 -0.436 5.261 0.143
H -1.562 1.273 4.852 0.130
H -1.167 0.642 2.627 0.080
H -1.216 -1.055 3.072 0.117
H 0.899 1.860 2.868 0.084
H 2.377 0.984 3.258 0.130
H 0.642 2.350 5.129 0.141
H 2.040 1.338 5.536 0.143
H 0.007 0.534 6.515 0.202
H 0.189 -1.761 5.820 0.141
H 1.764 -0.988 6.067 0.143
H 0.810 -2.212 3.620 0.122
H 2.301 -1.278 3.812 0.122
C -4.095 5.238 2.303 -0.066
C -3.295 4.451 3.114 -0.079
C -2.318 3.649 2.555 -0.145
C -2.092 3.651 1.185 -0.308
C -2.897 4.449 0.383 -0.118
C -3.895 5.233 0.934 -0.069
Ge -0.649 2.539 0.358 1.006
C 1.034 3.431 0.952 -0.328
C 2.172 3.210 0.183 -0.138
C 3.372 3.820 0.491 -0.077
C 3.453 4.656 1.594 -0.069
C 2.325 4.891 2.365 -0.073
C 1.125 4.279 2.050 -0.121
C -0.558 2.962 -1.599 -0.329
C -0.262 4.254 -2.017 -0.107
C -0.155 4.544 -3.366 -0.057
C -0.336 3.543 -4.306 -0.064
C -0.602 2.244 -3.900 -0.071
C -0.705 1.957 -2.549 -0.148
H -4.879 5.840 2.736 0.113
H -3.445 4.450 4.183 0.105
H -1.721 3.006 3.194 0.070
H -2.745 4.459 -0.686 0.100
H -4.527 5.829 0.293 0.116
H 2.094 2.575 -0.692 0.087
H 4.242 3.655 -0.128 0.109
H 4.387 5.134 1.844 0.110
H 2.379 5.561 3.208 0.108
H 0.239 4.490 2.635 0.091
H -0.118 5.032 -1.279 0.113
H 0.072 5.551 -3.680 0.114
H -0.268 3.777 -5.357 0.113
H -0.730 1.469 -4.640 0.110
H -0.926 0.915 -2.208 0.062
C 4.905 -0.351 -2.606 -0.090
C 5.172 -0.564 -1.118 -0.266
C 4.143 0.167 -0.262 -0.288
S 2.856 -0.788 0.664 1.020
O 1.568 -0.168 0.181 -0.667
C 2.876 -2.525 0.019 -0.297
C 2.626 -2.845 -1.450 -0.247
C 1.404 -2.172 -2.065 -0.094
H 5.565 -0.980 -3.200 0.087
H 5.094 0.688 -2.874 0.087
H 3.877 -0.591 -2.872 0.063
H 6.162 -0.167 -0.890 0.118
H 5.202 -1.628 -0.879 0.091
H 3.563 0.866 -0.865 0.076
H 4.628 0.733 0.535 0.086
H 2.115 -2.993 0.647 0.072
H 3.846 -2.906 0.341 0.095
H 2.486 -3.928 -1.510 0.125
H 3.509 -2.618 -2.045 0.092
H 0.505 -2.393 -1.484 0.043
H 1.256 -2.551 -3.074 0.094
H 1.533 -1.090 -2.136 0.056
C -0.797 -3.395 1.119 -0.074
C -2.175 -3.580 0.468 -0.350
C -2.081 -3.589 -1.063 -0.049
C -3.201 -2.545 0.874 -0.127
C -4.377 -2.926 1.478 -0.013
C -5.415 -2.022 1.704 -0.013
C -5.322 -0.733 1.191 -0.008
C -4.190 -0.297 0.544 -0.109
C -4.115 0.984 -0.232 -0.379
C -4.181 0.637 -1.727 -0.034
C -5.192 1.997 0.130 -0.059
C -3.028 -1.159 0.496 -0.273
N -1.855 -0.722 0.132 -0.020
H -0.120 -4.175 0.775 0.083
H -0.881 -3.481 2.200 0.073
H -0.371 -2.409 0.880 0.030
H -2.552 -4.558 0.786 0.139
H -1.678 -2.640 -1.425 0.051
H -3.073 -3.720 -1.487 0.093
H -1.449 -4.402 -1.412 0.087
H -4.512 -3.958 1.770 0.123
H -6.313 -2.345 2.207 0.120
H -6.174 -0.080 1.268 0.115
H -3.121 1.426 -0.039 0.071
H -5.117 0.130 -1.954 0.095
H -3.351 -0.015 -1.997 0.063
H -4.123 1.546 -2.317 0.087
H -6.178 1.620 -0.128 0.087
H -5.030 2.911 -0.434 0.074
H -5.160 2.243 1.190 0.088

Values of F_max, in order: 0.49, 2.07, all in eV/A.